This record from the OMol25 dataset describes C22H25ClCrOP as an isolated structure in a non-equilibrium geometry. The level of theory is wB97M-V/def2-TZVPD.

Atoms and positions in Å:
1 Cr 0.10155 -1.14178 -0.75488
2 Cl 1.22022 0.07130 0.73821
3 P 0.03106 0.06549 -2.69635
4 C -1.40127 -0.74057 -3.47134
5 C -1.27311 -1.57173 -4.59125
6 C -2.38080 -2.30006 -5.03478
7 C -3.60525 -2.21918 -4.36444
8 C -3.73291 -1.37865 -3.25310
9 C -2.64106 -0.64411 -2.80008
10 C -0.27365 1.82319 -2.81482
11 C 0.59092 2.69997 -2.12996
12 C 0.44142 4.07670 -2.29292
13 C -0.58186 4.59288 -3.10493
14 C -1.46022 3.71415 -3.75178
15 C -1.32045 2.33743 -3.60070
16 C 1.65188 -0.26247 -3.47077
17 C 2.64056 -0.89597 -2.69739
18 C 3.83524 -1.28448 -3.29137
19 C 4.11334 -0.92521 -4.61393
20 C 3.17899 -0.18170 -5.34540
21 C 1.94188 0.14334 -4.78324
22 H 1.38066 2.30255 -1.48843
23 H 1.13685 4.75653 -1.79372
24 H -0.68397 5.67347 -3.23419
25 H -2.24916 4.10673 -4.39249
26 H -2.00411 1.65694 -4.10272
27 H -0.31071 -1.65433 -5.09774
28 H -2.27994 -2.94164 -5.91239
29 H -4.46099 -2.80499 -4.70618
30 H -4.68864 -1.29553 -2.73584
31 H -2.72794 -0.01586 -1.90979
32 H 2.44530 -1.08146 -1.63307
33 H 4.56255 -1.86167 -2.72337
34 H 5.06334 -1.21265 -5.06504
35 H 3.41072 0.13824 -6.35998
36 H 1.20196 0.71111 -5.34953
37 H 0.32198 -2.20053 -2.12064
38 H 0.91572 -2.44409 -1.50612
39 C -1.86802 -3.02750 2.45884
40 C -0.45568 -3.59621 2.64909
41 C 0.27212 -3.36632 1.32142
42 O -0.60194 -2.53463 0.47905
43 C -1.81604 -2.17677 1.19065
44 H -2.58652 -3.83743 2.32073
45 H -2.18598 -2.41283 3.29734
46 H -0.47827 -4.65007 2.92106
47 H 0.08303 -3.03710 3.41707
48 H 1.22190 -2.82320 1.46357
49 H 0.46434 -4.29738 0.76707
50 H -2.65853 -2.34858 0.51061
51 H -1.76013 -1.10334 1.43378

Output
E_HOMO (spin up / spin down): -15.074 / -15.038 eV
charge: +2
spin multiplicity: 4
electronic energy: -2773.9269 Eh

Löwdin population analysis, charges in e, atoms 1 to 5: 0.454 0.218 0.988 -0.384 -0.055